The following is a DFT calculation (ωB97M-V with the def2-TZVPD basis set) of C11H6F21N2O21S7Zn3 as an isolated structure in a non-equilibrium geometry.

Properties
* gap between HOMO and LUMO: 5.956 eV
* E_HOMO: -5.00 eV
* relative energy (zero: lowest compared OMol25 entry of this formula, charge and spin): 0.00 kJ/mol
* LUMO: 0.96 eV
* charge: -1

Each line ends with the Mulliken charge.
Positions of all 71 atoms, in Å:
Zn 13.253 -6.276 -18.627  1.701
Zn 11.529 -9.862 -21.269  0.889
Zn 8.532 -6.752 -19.138  1.374
C 10.931 -9.983 -16.772  0.070
F 12.109 -10.547 -16.596  -0.069
F 10.050 -10.932 -17.119  -0.227
F 10.507 -9.430 -15.658  -0.128
S 10.977 -8.710 -18.127  0.341
O 12.109 -7.874 -17.832  0.736
O 11.133 -9.416 -19.393  0.493
O 9.721 -7.993 -18.004  0.147
C 11.068 -5.402 -22.681  0.179
F 12.189 -5.461 -23.395  -0.179
F 10.932 -4.168 -22.217  -0.134
F 10.045 -5.720 -23.471  -0.156
S 11.166 -6.573 -21.228  0.494
O 9.832 -6.546 -20.647  -0.672
O 11.404 -7.939 -21.705  -0.693
O 12.222 -6.071 -20.380  -1.201
C 11.965 -6.490 -14.100  0.379
F 10.893 -7.153 -13.615  -0.258
F 13.042 -7.233 -13.908  -0.170
F 11.769 -6.340 -15.418  -0.133
S 12.214 -4.855 -13.121  1.117
O 12.772 -5.335 -11.864  -0.714
O 13.160 -4.128 -13.952  -0.581
O 10.915 -4.232 -12.893  -0.672
C 16.166 -7.956 -15.370  0.558
F 17.360 -8.252 -15.888  -0.255
F 15.351 -8.991 -15.626  -0.210
F 16.221 -7.854 -14.052  -0.237
S 15.618 -6.353 -16.166  1.277
O 16.767 -5.817 -16.888  -0.733
O 14.490 -6.715 -17.049  -0.825
O 15.203 -5.417 -15.140  -0.667
C 10.185 -3.587 -16.321  0.564
F 11.279 -3.218 -15.742  -0.130
F 9.613 -4.577 -15.653  -0.198
F 9.321 -2.611 -16.526  -0.209
S 10.586 -4.356 -18.030  0.700
O 10.593 -3.293 -18.981  -0.670
O 11.865 -5.042 -17.912  -0.561
O 9.461 -5.263 -18.305  -0.444
C 7.176 -9.402 -22.479  0.470
F 5.883 -9.301 -22.223  -0.188
F 7.356 -10.405 -23.327  -0.202
F 7.648 -8.270 -23.006  -0.181
S 8.140 -9.724 -20.953  1.207
O 8.041 -8.501 -20.130  -0.799
O 7.493 -10.853 -20.315  -0.702
O 9.512 -9.971 -21.365  -0.592
C 15.424 -10.170 -19.094  0.552
F 16.292 -9.463 -18.416  -0.195
F 16.037 -11.138 -19.751  -0.224
F 14.541 -10.683 -18.249  -0.159
S 14.595 -9.016 -20.326  0.730
O 15.601 -8.791 -21.337  -0.599
O 13.384 -9.698 -20.815  -0.502
O 14.178 -7.838 -19.536  -0.264
C 11.368 -14.202 -19.510  -0.995
C 11.551 -12.972 -20.264  0.561
N 11.630 -11.968 -20.803  -0.126
H 10.971 -13.853 -18.553  0.254
H 12.276 -14.792 -19.450  0.320
H 10.561 -14.824 -19.897  0.340
C 5.360 -8.611 -16.200  -1.093
C 6.369 -7.935 -17.005  0.666
N 7.158 -7.336 -17.571  -0.122
H 4.358 -8.464 -16.601  0.326
H 5.333 -8.156 -15.208  0.332
H 5.556 -9.672 -16.072  0.290